{"formula": "C30H22N2O3PtS3", "method": "ωB97M-V/def2-TZVPD", "lumo_energy_ha": -0.0529, "gap_ev": 5.39, "charge": 0, "e_above_lowest_ev": 0.077, "symbols": ["Pt", "C", "O", "C", "C", "C", "C", "C", "C", "N", "N", "C", "C", "O", "C", "C", "C", "C", "C", "C", "C", "C", "H", "H", "H", "H", "H", "H", "H", "H", "H", "H", "H", "H", "H", "O", "C", "C", "C", "C", "C", "S", "C", "C", "C", "C", "S", "C", "C", "C", "C", "S", "H", "H", "H", "H", "H", "H", "H", "H", "H"], "xyz": [[-0.609, -0.653, 1.144], [2.218, 0.893, -0.420], [0.831, 0.776, -0.673], [0.398, 0.390, -1.907], [1.232, 0.097, -2.973], [0.713, -0.243, -4.212], [-0.663, -0.295, -4.412], [-1.512, -0.046, -3.364], [-1.022, 0.285, -2.081], [-1.933, 0.478, -1.127], [-1.670, 0.676, 0.131], [-2.162, 1.679, 0.883], [-1.794, 1.604, 2.263], [-1.055, 0.615, 2.674], [-2.201, 2.631, 3.138], [-2.907, 3.703, 2.672], [-3.253, 3.825, 1.305], [-3.936, 4.958, 0.831], [-4.281, 5.078, -0.492], [-3.966, 4.052, -1.387], [-3.286, 2.940, -0.955], [-2.898, 2.801, 0.385], [2.746, -0.047, -0.601], [2.306, 1.168, 0.632], [2.662, 1.686, -1.032], [2.303, 0.127, -2.848], [1.387, -0.458, -5.027], [-1.064, -0.542, -5.384], [-2.582, -0.103, -3.482], [-1.921, 2.546, 4.176], [-3.214, 4.489, 3.349], [-4.177, 5.743, 1.535], [-4.795, 5.958, -0.853], [-4.251, 4.133, -2.426], [-3.045, 2.149, -1.649], [-0.388, -2.023, -0.307], [-0.074, -3.126, 0.466], [-1.237, -4.081, 0.516], [-1.351, -5.316, 1.076], [-2.648, -5.848, 0.917], [-3.476, -5.008, 0.248], [-2.702, -3.540, -0.207], [0.173, -2.558, 1.874], [1.224, -1.687, 2.202], [1.350, -1.508, 3.607], [0.406, -2.181, 4.308], [-0.650, -3.103, 3.306], [1.129, -3.806, -0.135], [1.575, -3.574, -1.399], [2.669, -4.394, -1.755], [3.034, -5.236, -0.757], [2.053, -5.038, 0.650], [-0.546, -5.825, 1.577], [-2.943, -6.815, 1.285], [-4.506, -5.164, -0.004], [2.017, -1.445, 1.503], [2.122, -0.919, 4.071], [0.275, -2.204, 5.373], [1.107, -2.850, -2.042], [3.155, -4.358, -2.713], [3.821, -5.964, -0.752]], "nbo_charge": [0.954, -0.256, -0.526, 0.379, -0.324, -0.196, -0.241, -0.178, 0.052, -0.247, -0.136, -0.023, 0.426, -0.653, -0.295, -0.091, -0.129, -0.157, -0.231, -0.187, -0.219, 0.036, 0.183, 0.203, 0.184, 0.220, 0.213, 0.216, 0.221, 0.229, 0.214, 0.208, 0.214, 0.214, 0.248, -0.756, 0.146, -0.215, -0.270, -0.259, -0.422, 0.499, -0.287, -0.260, -0.260, -0.360, 0.498, -0.202, -0.248, -0.254, -0.409, 0.416, 0.229, 0.220, 0.231, 0.256, 0.231, 0.241, 0.250, 0.223, 0.233]}